Entry 1:
{"formula": "C15H18N4NbO7", "method": "ωB97M-V with the def2-TZVPD basis set", "symbols": ["H", "N", "O", "C", "H", "C", "H", "C", "C", "N", "H", "C", "H", "O", "O", "H", "C", "H", "C", "C", "O", "N", "H", "C", "H", "Nb", "O", "H", "C", "O", "C", "H", "C", "H", "H", "H", "C", "C", "H", "C", "H", "O", "N", "H", "H"], "xyz": [[0.511775, -5.557220, 4.875628], [2.881061, 2.401117, -0.676259], [2.051643, -2.686329, 0.306361], [-5.165388, 3.961585, -0.355038], [4.511240, 0.184999, 0.322837], [1.430292, -3.623671, 5.029139], [-5.488702, 4.765622, 0.292886], [-4.337508, 1.931518, -2.009879], [-5.557376, 2.534384, -2.247330], [1.538376, -3.649006, 0.816015], [0.904826, -0.928160, -0.828059], [-5.971815, 3.556800, -1.410728], [4.873185, 1.099623, -2.166226], [-2.814747, 0.354238, -2.639386], [1.067955, -4.605769, 0.228430], [0.555322, -5.574747, 2.406844], [0.197718, 1.025301, -0.769741], [-2.574963, 1.828215, -0.784936], [-3.524766, 2.314385, -0.959588], [0.924178, -4.715699, 4.336288], [2.565090, 1.470131, -3.555493], [3.861168, -0.447808, -0.130356], [-3.317899, 3.653293, 0.692571], [1.485211, -3.647214, 2.283908], [3.435187, -0.962287, -2.729701], [3.135450, 0.587575, -1.805831], [0.154492, 1.216767, 0.423796], [-6.178547, 2.217829, -3.071086], [0.936734, -0.026050, -1.407896], [4.561405, 4.029732, -0.849811], [1.957125, -2.541312, 4.338103], [-0.389823, 1.704031, -1.413571], [-3.945584, 3.339566, -0.129129], [4.353525, -1.286109, -0.395842], [3.315691, 1.993894, -3.836616], [2.346285, -1.689611, 4.877677], [0.948219, -4.729978, 2.951589], [1.987513, -2.549140, 2.952915], [-6.922910, 4.040856, -1.583942], [3.865516, 3.065969, -0.762634], [1.413341, -3.616639, 6.111258], [-4.590398, 0.551244, -3.839101], [-3.877857, 0.856730, -2.902720], [0.492953, -0.139355, -2.390168], [2.395791, -1.709303, 2.404819]], "atomic_forces_ev_per_a": [[-0.017, -0.024, -0.004], [0.013, -2.528, 0.042], [0.074, -0.049, -0.414], [0.002, -0.008, -0.005], [0.074, -0.113, 0.439], [0.001, 0.002, 0.001], [-0.008, 0.010, 0.013], [-0.088, 0.207, 0.144], [-0.234, 0.060, -0.119], [-0.086, -0.005, 0.168], [0.294, -0.443, 0.276], [0.072, 0.030, 0.091], [-0.030, 0.079, -0.340], [0.304, -0.328, -0.097], [-0.021, -0.107, -0.039], [0.028, 0.043, -0.139], [0.018, 0.026, 0.084], [-0.009, -0.046, -0.061], [0.250, -0.059, 0.130], [0.048, 0.097, 0.056], [0.610, -0.824, 1.595], [-0.091, 1.249, -1.737], [0.054, -0.029, 0.004], [-0.038, -0.055, 0.277], [0.269, 0.112, 0.285], [-1.730, -0.113, 0.428], [-0.422, 0.275, 1.256], [0.087, -0.096, -0.061], [-0.269, 0.410, -1.124], [0.832, -1.018, 0.155], [-0.055, -0.140, 0.059], [0.141, 0.172, -0.408], [-0.137, 0.081, -0.003], [0.122, -0.338, 0.201], [0.212, 0.218, -0.465], [0.007, 0.038, -0.014], [-0.102, -0.230, 0.053], [0.159, 0.339, 0.054], [-0.025, -0.001, -0.020], [-0.106, 3.447, -0.218], [-0.010, 0.002, 0.014], [-0.123, -0.049, -0.127], [-0.092, 0.189, 0.141], [0.070, -0.418, -0.445], [-0.048, -0.067, -0.127]], "homo_lumo_gap_ev": 6.45, "total_charge": -1, "fmax_ev_per_a": 3.5, "e_tot_ha": -1384.8787, "lumo_ev": 1.62}

***

Entry 2:
{"formula": "C38H49I2N2O16S", "method": "ωB97M-V with the def2-TZVPD basis set", "symbols": ["H", "C", "H", "C", "H", "C", "C", "C", "C", "H", "O", "O", "C", "C", "O", "H", "H", "S", "H", "O", "H", "H", "H", "C", "H", "H", "C", "C", "O", "O", "H", "H", "C", "I", "C", "C", "H", "H", "C", "H", "H", "C", "O", "C", "C", "H", "C", "H", "I", "C", "C", "H", "C", "H", "H", "C", "H", "C", "H", "H", "O", "O", "C", "H", "O", "H", "C", "N", "H", "H", "C", "C", "C", "H", "O", "O", "O", "H", "H", "H", "C", "H", "C", "H", "H", "C", "H", "O", "N", "O", "H", "H", "H", "H", "H", "C", "H", "H", "C", "C", "O", "H", "C", "H", "H", "C", "H", "C"], "xyz": [[0.645215, -3.193868, 0.708541], [6.736759, -0.501082, 0.850540], [0.591915, -0.926267, -0.634764], [5.478551, -0.514269, -4.792296], [-1.461062, 2.653934, 2.881710], [-0.964091, 2.908426, 1.944363], [-4.524003, -2.216609, -5.744482], [-7.530193, -1.196378, 1.906752], [1.308288, 3.212381, 2.512852], [5.601422, -3.379330, 1.373674], [-2.372380, -5.561872, 2.020935], [-1.926378, 6.107051, 4.079538], [1.422373, -2.417157, 0.761904], [4.030625, 3.778954, -2.883335], [-4.445977, 0.039438, -5.081151], [5.472083, 5.354301, -2.865022], [-3.435812, 0.158737, -6.879579], [-0.330333, 1.236524, -3.640769], [5.509808, 2.151205, -0.646373], [5.690672, -1.339558, 1.042559], [-4.735501, 5.689968, 4.373810], [8.164926, -3.126640, 2.283884], [-6.678282, -4.228415, 2.912284], [-7.029528, -3.493593, 2.189602], [-8.857620, -2.585101, 2.985880], [-4.976291, -2.334475, -6.730931], [-5.211894, -1.074701, -5.023826], [8.010652, -1.121715, 1.386339], [-2.353149, 4.027261, 4.853869], [6.332718, -0.198923, -3.918511], [-2.417414, 0.305792, -5.434644], [-4.605112, -3.139472, -5.176012], [5.301746, 3.110223, -1.106937], [3.126288, -0.141391, -0.176363], [6.130094, -2.506228, 1.752783], [4.016695, -0.397701, -4.306709], [-8.250963, -1.155741, 1.088866], [-0.214030, 4.743802, 2.881094], [7.626757, -2.588895, 1.503601], [-1.694639, 3.166421, 1.181372], [2.427502, -2.807778, 0.962874], [-2.526830, -3.403112, 1.078627], [-5.430446, -0.817368, 0.759091], [-4.023539, 5.657222, 5.199981], [3.575425, -1.439920, -3.368571], [-5.333726, 4.230483, 6.246625], [6.274075, 3.427201, -2.228342], [5.889961, -2.379191, 2.812148], [2.806929, -4.168079, -1.594381], [1.891467, 0.728090, -4.228012], [2.321484, -1.379825, -2.874924], [-7.373169, -2.146573, 3.831101], [1.489261, -1.542360, -0.505236], [-3.428595, -3.286561, 0.475977], [7.189812, 3.906383, -1.881736], [-2.648839, 5.342700, 4.647768], [1.196158, -1.737014, 1.601923], [-3.167567, -4.762565, 2.907978], [6.551526, 2.506511, -2.748234], [5.699548, 4.173183, -4.192035], [6.632415, 0.583751, 0.360451], [-1.421601, -5.272726, -0.000281], [-4.279889, 4.477151, 6.126030], [3.580220, 1.416853, -5.387127], [3.060233, 3.976456, -3.557181], [0.234610, 4.519885, 1.189680], [-3.266325, -0.217086, -5.867264], [0.212277, -0.095605, -2.910045], [-2.535640, -2.110969, -6.688434], [1.359726, 3.002118, 3.584946], [-7.800323, -2.362388, 2.849394], [-6.169418, -1.548230, 1.342443], [3.246894, 0.627304, -4.712718], [4.251528, -2.237606, -3.066419], [-5.901151, -2.867143, 1.558123], [5.741199, -0.917560, -5.938858], [1.187821, 1.965182, 1.809602], [-3.617808, -2.621399, 2.821011], [-2.542887, -2.009808, -4.928636], [5.290586, 3.882948, -0.330067], [5.428794, 4.299619, -3.146672], [-3.119293, 2.636790, 6.184112], [-3.084993, -1.723585, -5.831939], [2.224433, 3.715393, 2.208709], [0.711584, -2.611941, -2.259788], [-2.824755, -3.322892, 2.568794], [-4.222217, -4.990640, 2.729373], [4.007769, 3.071787, -1.730160], [0.994622, 1.645502, -4.524918], [-0.501956, 0.724196, 0.993064], [-7.616408, -4.004520, 1.422761], [-1.770761, -2.683144, 0.774747], [-2.922902, -5.014109, 3.939255], [7.816727, -3.094698, 0.555233], [-4.018938, 6.602482, 5.735951], [-0.112226, 1.735217, 1.503723], [-1.923537, -3.020204, 3.106933], [-7.498274, -0.246230, 2.432945], [1.465560, -0.310288, -3.293203], [-3.477124, 3.370635, 5.464602], [-6.289574, -1.108823, -4.501582], [-4.042478, 2.854845, 4.684691], [-2.017132, -4.822114, 0.931467], [8.837060, -0.968938, 0.697088], [8.237052, -0.679629, 2.358496], [1.695120, -2.345416, -1.847350], [-3.869948, 4.691612, 7.115069], [0.067954, 4.001503, 2.136277]], "atomic_forces_ev_per_a": [[0.369, 0.028, -0.134], [0.155, 0.217, 0.102], [0.330, -0.129, 0.105], [1.372, 0.054, 0.356], [-0.062, -0.061, -0.063], [0.257, 0.302, -0.217], [0.559, 0.084, 0.168], [-0.019, -0.364, 0.499], [0.070, 0.158, 0.008], [-0.171, 0.162, -0.064], [0.064, -0.024, -0.012], [0.218, -0.347, 0.127], [-0.068, 1.153, 0.214], [-0.095, 0.269, -0.179], [-0.092, -0.140, 0.036], [-0.088, 0.026, -0.102], [-0.056, -0.013, 0.020], [0.432, 0.141, -0.246], [-0.198, -0.037, -0.012], [0.640, -0.082, 0.190], [0.058, 0.110, -0.031], [-0.083, 0.002, 0.031], [0.164, -0.012, -0.129], [-0.110, -0.167, 0.083], [0.034, -0.071, -0.037], [-0.098, -0.047, 0.060], [-0.315, -0.175, -0.153], [-0.004, -0.533, -0.180], [-0.025, 0.353, 0.052], [-0.762, 0.121, 0.217], [-0.156, 0.148, 0.096], [-0.287, -0.004, -0.091], [0.241, -0.162, 0.183], [-0.655, -0.112, -0.065], [-0.053, -0.256, 0.021], [1.283, -1.037, -0.023], [0.061, 0.106, -0.032], [0.050, -0.030, 0.011], [0.244, -0.135, 0.072], [-0.145, -0.266, 0.081], [-0.465, -0.318, -0.055], [0.135, 0.008, 0.541], [0.249, -0.227, 0.116], [-0.010, -0.331, 0.474], [-0.367, 1.024, -0.765], [0.035, -0.069, -0.041], [0.289, -0.011, -0.165], [0.009, 0.029, -0.010], [-0.127, 0.143, -0.164], [1.595, -1.096, 0.256], [-0.455, -1.277, 0.307], [-0.005, -0.041, -0.016], [0.189, -0.905, -0.011], [0.061, 0.042, -0.062], [-0.058, 0.009, 0.083], [-0.164, 0.313, -0.315], [-0.098, -0.308, -0.250], [-0.067, 0.098, 0.170], [-0.069, -0.035, 0.067], [-0.194, 0.199, -0.051], [-0.221, 0.000, 0.041], [0.056, -0.314, 0.220], [-0.218, 0.089, 0.119], [0.188, -0.395, 0.089], [-0.134, -0.111, 0.180], [0.039, -0.031, 0.019], [0.300, 0.025, -0.114], [-0.184, -0.409, 0.221], [0.003, 0.087, -0.007], [-0.029, -0.018, -0.012], [-0.220, 0.109, 0.101], [-0.128, 0.412, -0.402], [-1.051, 0.831, -0.140], [-0.013, 0.334, -0.204], [-0.087, 0.057, 0.114], [-0.972, 0.008, -0.114], [-0.256, 0.020, 0.063], [-0.030, -0.065, -0.024], [0.020, 0.052, -0.028], [-0.046, 0.046, -0.053], [0.368, -0.448, 0.153], [0.184, -0.006, -0.139], [0.070, -0.243, -0.071], [0.073, -0.235, -0.069], [0.245, -0.275, 0.447], [-0.032, 0.309, 0.051], [0.010, 0.015, -0.044], [-0.112, 0.220, -0.214], [-0.720, -0.414, 0.546], [0.245, -0.090, 0.019], [0.014, 0.023, -0.005], [-0.084, -0.054, -0.270], [0.061, -0.194, -0.085], [-0.046, 0.009, 0.018], [0.016, 0.133, -0.283], [-0.245, -0.200, 0.054], [-0.016, -0.033, -0.003], [0.015, 0.129, -0.283], [-0.680, 1.315, -0.673], [-0.121, -0.221, 0.106], [0.064, 0.232, 0.107], [0.021, 0.029, -0.015], [-0.100, 0.326, -0.519], [-0.019, 0.289, 0.080], [0.024, 0.100, -0.060], [0.273, 1.696, -0.099], [-0.006, -0.039, -0.018], [-0.064, 0.419, 0.128]], "homo_lumo_gap_ev": 5.63, "total_charge": -1, "fmax_ev_per_a": 2.0, "e_tot_ha": -3784.4735, "lumo_ev": 1.34}

***

Entry 3:
{"formula": "C4H8N", "method": "ωB97M-V with the def2-TZVPD basis set", "symbols": ["H", "C", "N", "C", "H", "H", "H", "H", "H", "H", "C", "C", "H"], "xyz": [[-2.458544, 1.570507, -0.145075], [0.742151, -1.338719, -0.489114], [0.457407, -0.215517, 0.374030], [-0.636962, 0.648445, 0.216391], [1.141350, 1.825896, 0.755385], [1.071689, 1.361198, -0.999077], [0.151898, -2.204559, -0.189471], [1.800244, -1.590405, -0.446272], [1.025465, -0.650575, 1.843436], [0.486770, -1.083843, -1.520055], [-1.941005, 0.676604, 0.164281], [0.703019, 1.177820, 0.004654], [-2.543481, -0.176851, 0.430888]], "atomic_forces_ev_per_a": [[0.051, 0.154, -0.001], [0.166, -0.871, -0.848], [2.074, -2.088, 4.926], [0.030, 0.704, -0.172], [0.011, -0.221, 0.112], [-0.008, -0.228, -0.042], [0.004, 0.155, 0.055], [-0.036, 0.105, 0.088], [-1.859, 1.439, -4.073], [-0.063, 0.110, 0.085], [-0.231, -0.222, 0.103], [-0.125, 1.131, -0.276], [-0.014, -0.167, 0.042]], "homo_lumo_gap_ev": 9.06, "total_charge": 1, "fmax_ev_per_a": 5.7, "e_tot_ha": -211.5336, "lumo_ev": -6.34}